No. 1
ORCA calculation (ωB97M-V/def2-TZVPD) on one molecule with the formula C4H6FN in a non-equilibrium geometry.

The LUMO energy is 0.85 eV. As for the structure (SMILES): N#CCCCF. For the energy relative to the best compared isomer or geometry (same formula, charge and spin), the calculation gives 0.000 eV. The value obtained for the HOMO energy is -11.7 eV. The value obtained for the gap between HOMO and LUMO is 0.46061 Ha.

Geometry as XYZ:
```
12
Properties=species:S:1:pos:R:3:lowdin_charge:R:1
N 2.47 -1.17 0.04 0.157
C 1.77 -0.32 -0.29 -0.238
C 0.73 0.60 -0.65 -0.203
C -0.35 0.64 0.38 -0.186
C -1.10 -0.66 0.45 -0.203
F -1.73 -0.91 -0.78 -0.071
H 1.10 1.56 -0.88 0.108
H 0.34 0.24 -1.62 0.135
H -1.05 1.43 0.20 0.114
H 0.17 0.69 1.36 0.138
H -1.92 -0.56 1.17 0.124
H -0.43 -1.53 0.62 0.124
```



No. 2
ORCA calculation (ωB97M-V/def2-TZVPD) on a 7-piece molecular cluster, C32H83N9O12 overall in a non-equilibrium geometry.

The LUMO energy is 0.68 eV. As for the structure (SMILES): COCCNCCOC.COCCNCCOC.COCCNCCOC.COCCNCCOC.COCCNCCOC.NC(N)=O.NC(N)=O. For the energy relative to the best compared isomer or geometry (same formula, charge and spin), the calculation gives 0.000 eV. The value obtained for the HOMO energy is -8.2 eV. The value obtained for the gap between HOMO and LUMO is 0.32457 Ha.

Geometry as XYZ:
```
136
Properties=species:S:1:pos:R:3:lowdin_charge:R:1
C -1.82 -0.84 -5.49 -0.102
O -1.66 0.54 -5.24 -0.153
C -2.36 0.93 -4.12 -0.243
C -1.75 2.20 -3.51 -0.178
N -0.38 1.99 -3.02 -0.084
C 0.28 3.21 -2.66 -0.182
C -0.11 3.63 -1.23 -0.209
O -1.45 4.01 -1.06 -0.196
C -1.75 4.54 0.21 -0.094
H -1.48 -1.49 -4.68 0.085
H -1.24 -1.04 -6.35 0.067
H -2.78 -1.18 -5.73 0.070
H -2.45 0.17 -3.30 0.124
H -3.38 1.23 -4.37 0.121
H -2.34 2.42 -2.62 0.095
H -1.81 3.10 -4.18 0.136
H 0.23 1.54 -3.73 0.107
H 0.02 3.98 -3.37 0.116
H 1.35 2.97 -2.58 0.105
H 0.51 4.42 -0.89 0.107
H 0.05 2.71 -0.63 0.110
H -1.50 3.94 1.08 0.083
H -2.80 4.74 0.14 0.083
H -1.29 5.51 0.30 0.078
C -4.94 0.69 7.19 -0.132
O -3.89 0.48 6.27 -0.220
C -4.40 0.78 4.95 -0.203
C -3.44 0.13 3.95 -0.214
N -3.86 0.54 2.66 -0.044
C -3.95 -0.48 1.60 -0.182
C -4.77 0.09 0.47 -0.174
O -4.10 1.26 -0.13 -0.259
C -4.99 2.10 -0.87 -0.095
H -4.47 0.68 8.20 0.094
H -5.69 -0.08 7.10 0.081
H -5.38 1.68 7.04 0.084
H -4.45 1.87 4.82 0.119
H -5.48 0.46 4.92 0.132
H -3.61 -0.92 3.99 0.099
H -2.41 0.32 4.18 0.104
H -3.47 1.39 2.33 0.093
H -4.40 -1.40 1.92 0.119
H -3.02 -0.91 1.25 0.090
H -5.78 0.45 0.80 0.126
H -4.90 -0.67 -0.31 0.122
H -5.21 1.56 -1.81 0.091
H -4.44 3.01 -1.16 0.079
H -5.85 2.37 -0.24 0.091
C 2.53 -3.83 -6.31 -0.094
O 2.42 -3.78 -4.88 -0.216
C 1.23 -4.06 -4.27 -0.246
C 1.53 -4.73 -2.86 -0.172
N 1.98 -3.63 -2.01 -0.075
C 1.90 -3.91 -0.60 -0.245
C 2.34 -2.78 0.25 -0.281
O 3.66 -2.48 -0.01 -0.196
C 4.28 -1.41 0.80 -0.036
H 3.45 -3.26 -6.62 0.101
H 1.72 -3.31 -6.82 0.075
H 2.64 -4.85 -6.69 0.087
H 0.65 -4.76 -4.89 0.116
H 0.57 -3.17 -4.09 0.109
H 2.30 -5.51 -2.98 0.125
H 0.60 -5.20 -2.54 0.119
H 3.00 -3.50 -2.18 0.127
H 2.32 -4.89 -0.38 0.119
H 0.80 -4.03 -0.28 0.140
H 2.19 -3.01 1.34 0.128
H 1.68 -1.90 0.01 0.127
H 4.15 -1.72 1.84 0.073
H 3.92 -0.44 0.58 0.064
H 5.33 -1.55 0.59 0.087
C 1.89 -0.21 -5.54 -0.023
O 2.15 0.41 -4.21 -0.242
C 3.40 -0.05 -3.70 -0.227
C 3.71 0.86 -2.56 -0.197
N 3.97 2.18 -3.15 -0.058
C 4.24 3.16 -2.15 -0.234
C 4.54 4.49 -2.84 -0.249
O 3.32 5.04 -3.29 -0.219
C 3.49 6.39 -3.81 -0.069
H 2.74 0.05 -6.20 0.098
H 0.94 0.22 -5.91 0.081
H 1.82 -1.28 -5.44 0.052
H 4.11 0.12 -4.51 0.120
H 3.31 -1.14 -3.48 0.130
H 4.64 0.54 -2.12 0.118
H 2.86 0.97 -1.84 0.131
H 3.15 2.44 -3.67 0.086
H 5.19 2.99 -1.60 0.132
H 3.40 3.31 -1.47 0.111
H 5.21 4.28 -3.67 0.119
H 5.03 5.28 -2.21 0.128
H 2.59 6.92 -4.07 0.080
H 4.20 6.24 -4.63 0.091
H 3.98 6.97 -3.03 0.074
C -1.62 -1.84 7.90 -0.082
O -0.83 -2.13 6.75 -0.226
C 0.53 -2.23 7.16 -0.236
C 1.39 -2.15 5.95 -0.255
N 1.38 -0.87 5.35 -0.046
C 2.14 -0.79 4.09 -0.220
C 1.99 0.52 3.44 -0.271
O 0.81 0.50 2.74 -0.179
C 0.28 1.73 2.48 -0.130
H -1.77 -2.78 8.43 0.088
H -2.60 -1.42 7.52 0.101
H -1.13 -1.08 8.48 0.075
H 0.55 -3.23 7.67 0.141
H 0.77 -1.47 7.91 0.123
H 1.06 -3.00 5.36 0.122
H 2.39 -2.25 6.31 0.119
H 0.43 -0.49 5.14 0.129
H 1.79 -1.54 3.38 0.099
H 3.23 -0.96 4.28 0.134
H 2.84 0.72 2.74 0.130
H 1.93 1.37 4.15 0.127
H 0.81 2.30 1.69 0.089
H 0.45 2.43 3.37 0.112
H -0.74 1.66 2.27 0.053
N -1.22 -2.34 3.70 0.185
C -2.00 -3.34 3.15 -0.659
N -1.59 -3.74 1.89 0.148
O -2.95 -3.89 3.70 0.010
H -0.42 -2.09 3.13 0.082
H -1.17 -2.18 4.68 0.056
H -1.20 -3.05 1.32 0.020
H -2.40 -4.15 1.40 0.119
N -0.16 -1.19 -2.07 0.193
C -1.15 -1.01 -1.14 -0.677
N -1.43 0.26 -0.96 0.203
O -1.73 -1.95 -0.58 -0.005
H 0.22 -2.11 -2.07 0.049
H 0.47 -0.51 -2.44 0.073
H -2.34 0.44 -0.59 0.068
H -1.22 0.82 -1.74 0.027
```



No. 3
ORCA calculation (ωB97M-V/def2-TZVPD) on one molecule with the formula C5H8O in a non-equilibrium geometry.

The LUMO energy is 0.39 eV. As for the structure (SMILES): CC(C)=CC=O. For the energy relative to the best compared isomer or geometry (same formula, charge and spin), the calculation gives 1.203 eV. The value obtained for the HOMO energy is -9.5 eV. The value obtained for the gap between HOMO and LUMO is 0.36460 Ha.

Geometry as XYZ:
```
14
Properties=species:S:1:pos:R:3:lowdin_charge:R:1
C -0.53 1.33 0.05 -0.067
C -0.32 -0.15 0.01 -0.320
C -1.50 -1.07 0.02 -0.051
C 0.92 -0.65 -0.02 -0.056
C 2.15 0.09 -0.07 -0.304
O 3.22 -0.42 0.07 0.055
H 0.21 1.82 -0.66 0.084
H -1.54 1.65 -0.28 0.081
H -0.15 1.77 1.01 0.106
H -1.49 -1.71 -0.85 0.089
H -2.43 -0.49 -0.07 0.082
H -1.60 -1.63 0.90 0.068
H 0.99 -1.73 0.05 0.119
H 2.07 1.19 -0.14 0.113
```



No. 4
ORCA calculation (ωB97M-V/def2-TZVPD) on an isolated ion of composition C3H5ClNO2 and charge +1 in a non-equilibrium geometry.

Its net charge is +1. The LUMO energy is -4.53 eV. As for the structure (SMILES): [NH3+]/C(=C\O)C(=O)Cl. For the energy relative to the best compared isomer or geometry (same formula, charge and spin), the calculation gives 0.000 eV. The value obtained for the HOMO energy is -15.0 eV. The value obtained for the gap between HOMO and LUMO is 0.38306 Ha.

Geometry as XYZ:
```
12
Properties=species:S:1:pos:R:3:lowdin_charge:R:1
N 1.34 -0.39 -0.15 0.212
C -0.09 -0.17 -0.01 -0.218
C -0.76 0.99 -0.35 -0.046
O -0.20 2.13 -0.66 0.105
C -0.89 -1.24 0.51 -0.708
O -2.05 -1.32 0.47 0.151
Cl 0.22 -2.48 1.31 0.704
H 1.58 -0.85 0.73 0.093
H 1.82 0.48 -0.33 0.168
H 1.56 -1.14 -0.85 0.201
H -1.81 1.03 -0.20 0.146
H -0.73 2.96 -0.48 0.193
```



No. 5
ORCA calculation (ωB97M-V/def2-TZVPD) on C5H9CdLiO4 as an isolated structure in a non-equilibrium geometry.

The LUMO energy is -0.59 eV. For the energy relative to the best compared isomer or geometry (same formula, charge and spin), the calculation gives 0.511 eV. The value obtained for the HOMO energy is -6.6 eV. The value obtained for the gap between HOMO and LUMO is 0.21968 Ha.

Geometry as XYZ:
```
20
Properties=species:S:1:pos:R:3:lowdin_charge:R:1
O 0.61 -2.57 0.97 -0.258
C 1.73 -2.05 0.56 -0.460
C 1.88 -0.82 -0.04 -0.408
O 0.62 -0.25 -0.37 -0.280
C 0.30 1.03 0.13 -0.233
C -1.17 1.26 -0.12 -0.198
O -1.88 0.19 0.47 -0.262
C -3.29 0.31 0.37 -0.084
Li -0.76 -1.46 0.36 0.714
H 2.64 -2.67 0.65 0.079
H 0.88 1.82 -0.38 0.128
H 0.50 1.08 1.21 0.131
H -1.38 1.29 -1.21 0.140
H -1.48 2.22 0.32 0.136
H -3.74 -0.53 0.90 0.098
H -3.63 1.25 0.82 0.099
H -3.61 0.28 -0.69 0.100
Cd 3.76 0.06 0.07 1.253
O 4.35 0.01 -1.69 -0.699
H 3.65 -0.45 -2.33 0.006
```



Q: The lowest gap between HOMO and LUMO belongs to which entry?
A: C5H9CdLiO4



Copy entry 5 word for word.
ORCA calculation (ωB97M-V/def2-TZVPD) on C5H9CdLiO4 as an isolated structure in a non-equilibrium geometry.

The LUMO energy is -0.59 eV. For the energy relative to the best compared isomer or geometry (same formula, charge and spin), the calculation gives 0.511 eV. The value obtained for the HOMO energy is -6.6 eV. The value obtained for the gap between HOMO and LUMO is 0.21968 Ha.

Geometry as XYZ:
```
20
Properties=species:S:1:pos:R:3:lowdin_charge:R:1
O 0.61 -2.57 0.97 -0.258
C 1.73 -2.05 0.56 -0.460
C 1.88 -0.82 -0.04 -0.408
O 0.62 -0.25 -0.37 -0.280
C 0.30 1.03 0.13 -0.233
C -1.17 1.26 -0.12 -0.198
O -1.88 0.19 0.47 -0.262
C -3.29 0.31 0.37 -0.084
Li -0.76 -1.46 0.36 0.714
H 2.64 -2.67 0.65 0.079
H 0.88 1.82 -0.38 0.128
H 0.50 1.08 1.21 0.131
H -1.38 1.29 -1.21 0.140
H -1.48 2.22 0.32 0.136
H -3.74 -0.53 0.90 0.098
H -3.63 1.25 0.82 0.099
H -3.61 0.28 -0.69 0.100
Cd 3.76 0.06 0.07 1.253
O 4.35 0.01 -1.69 -0.699
H 3.65 -0.45 -2.33 0.006
```



Q: Which value of energy relative to the best compared isomer or geometry (same formula, charge and spin) does entry 2 give?
A: 0.000 eV



Q: Which of these has the lowest gap between HOMO and LUMO?
A: C5H9CdLiO4